[1]
Entry from OMol25: a molecular structure, C40H76GeN3O4P2PtSi3 (wB97M-V/def2-TZVPD).

Its total charge is +2. Its frontier orbital gap (spin up / spin down) is 4.3 / 4.1 eV. Its LUMO energy (spin up / spin down) is -6.945 / -7.093 eV. As for the spin multiplicity: 2. As for the calculated total energy: -157334.9687 eV.

Atoms and positions in Å:
Pt  0.4148  -0.7926  0.5855
C  3.0991  -0.3980  -1.8661
C  3.6228  0.2517  -0.5778
C  5.1120  -0.0554  -0.3977
P  2.6467  -0.2610  0.8907
C  3.2609  0.7442  2.2743
C  3.1133  2.2285  1.9503
C  2.4693  0.3759  3.5387
C  3.2265  -1.9424  1.1819
C  4.2745  -2.3079  2.0075
C  4.7029  -3.6314  2.0868
C  5.8262  -4.0342  3.0089
C  4.0383  -4.5793  1.3023
C  2.9711  -4.2377  0.4894
C  2.5336  -2.9045  0.4397
N  1.3659  -2.4933  -0.1930
C  0.6677  -3.3158  -1.1194
C  1.2898  -4.0230  -2.1348
C  0.5131  -4.7011  -3.0749
C  -0.8754  -4.6823  -3.0229
C  -1.7164  -5.3959  -4.0528
C  -1.4818  -3.9611  -1.9875
C  -0.7157  -3.3030  -1.0425
P  -1.2852  -2.3959  0.3952
C  -3.0933  -2.2576  0.2493
C  -3.8747  -3.5245  0.6119
C  -3.6083  -1.0537  1.0258
C  -0.8549  -3.5005  1.8286
C  -1.1615  -4.9897  1.6412
C  -1.4244  -2.9611  3.1456
H  3.5798  0.0672  -2.7326
H  2.0148  -0.3089  -1.9645
H  3.3470  -1.4619  -1.8970
H  3.4805  1.3253  -0.6340
H  5.2922  -1.1306  -0.3412
H  5.5296  0.4062  0.5003
H  5.6688  0.3309  -1.2546
H  4.3160  0.5073  2.4208
H  2.1098  2.4526  1.5856
H  3.8173  2.5666  1.1918
H  3.2881  2.8111  2.8585
H  1.4058  0.5663  3.3980
H  2.8164  0.9791  4.3800
H  2.5864  -0.6765  3.8073
H  4.7906  -1.5610  2.6014
H  6.4285  -3.1776  3.3087
H  6.4756  -4.7719  2.5374
H  5.4258  -4.4939  3.9159
H  4.3537  -5.6158  1.3512
H  2.4337  -5.0029  -0.0546
H  2.3690  -4.0049  -2.2254
H  1.0057  -5.2441  -3.8736
H  -1.0998  -5.9737  -4.7391
H  -2.2997  -4.6836  -4.6409
H  -2.4243  -6.0761  -3.5755
H  -2.5668  -3.9446  -1.9270
H  -3.2279  -2.0530  -0.8122
H  -3.8936  -3.6822  1.6893
H  -3.4738  -4.4228  0.1449
H  -4.9087  -3.4084  0.2771
H  -3.5014  -1.1945  2.1034
H  -4.6688  -0.8984  0.8079
H  -3.0629  -0.1505  0.7587
H  0.2285  -3.3865  1.8776
H  -2.2224  -5.2071  1.7453
H  -0.6351  -5.5555  2.4131
H  -0.8299  -5.3660  0.6716
H  -2.5010  -3.1245  3.2193
H  -1.2248  -1.8997  3.2703
H  -0.9552  -3.4859  3.9808
O  -1.4558  2.2180  2.9773
N  -0.6436  1.4519  2.1751
O  -0.7924  0.1823  2.3564
O  2.3743  3.1979  -0.9998
C  1.6451  2.6479  -1.7980
O  0.5757  1.9644  -1.5523
C  2.0301  2.7353  -3.2834
N  0.7701  2.4971  -4.0924
C  0.1903  3.8648  -4.3494
C  1.4174  4.7296  -4.5945
C  2.5304  4.1278  -3.7006
H  2.7384  1.9330  -3.4731
H  0.9439  2.0007  -4.9639
H  0.1744  1.9358  -3.4782
H  -0.3427  4.1515  -3.4489
H  -0.5067  3.8307  -5.1835
H  1.2147  5.7718  -4.3604
H  1.7025  4.6730  -5.6455
H  2.7085  4.7118  -2.8027
H  3.4680  4.0685  -4.2467
C  -3.1820  3.3976  4.7568
Si  -3.0050  1.9164  3.7140
C  -3.0815  0.3605  4.6746
C  -4.2326  1.9487  2.3203
Ge  -0.7981  1.7620  0.1215
Si  -0.7074  4.3122  0.5485
C  -2.5103  4.6616  0.6276
C  0.2044  4.6645  2.0833
C  -0.0062  5.2194  -0.8811
Si  -2.4292  0.6366  -2.6341
C  -1.8011  0.5983  -4.3825
C  -2.9497  2.3736  -2.2413
C  -3.9134  -0.4465  -2.5244
H  -4.1972  3.4321  5.1712
H  -3.0232  4.3171  4.1844
H  -2.4825  3.3895  5.5979
H  -2.6971  0.5036  5.6890
H  -2.4887  -0.4194  4.2023
H  -4.1181  0.0169  4.7558
H  -4.8246  2.8694  2.3521
H  -4.9271  1.1078  2.3678
H  -3.7354  1.9141  1.3454
H  -2.9686  4.2080  1.5099
H  -3.0275  4.2935  -0.2620
H  -2.6735  5.7448  0.6891
H  -0.2160  4.1336  2.9330
H  0.1275  5.7443  2.2634
H  1.2605  4.4095  1.9931
H  -0.6491  5.1309  -1.7611
H  1.0032  4.9035  -1.1255
H  0.0329  6.2814  -0.6058
H  -1.7040  1.6085  -4.7916
H  -2.5503  0.0704  -4.9814
H  -0.8577  0.0578  -4.5194
H  -2.1110  3.0493  -2.0422
H  -3.5917  2.3790  -1.3543
H  -3.5292  2.7842  -3.0801
H  -3.6972  -1.4712  -2.8414
H  -4.6613  -0.0317  -3.2121
H  -4.3474  -0.4719  -1.5239

These are the Löwdin partial charges, in e, on atoms 1 to 8: atom 1 (Pt): 0.742, atom 2 (C): -0.111, atom 3 (C): -0.502, atom 4 (C): -0.077, atom 5 (P): 0.954, atom 6 (C): -0.520, atom 7 (C): -0.104, atom 8 (C): -0.093

=====

[2]
Entry from OMol25: a molecular structure, C30H25FIrN3O8S3 (wB97M-V/def2-TZVPD).

Its total charge is -2. Its frontier orbital gap (spin up / spin down) is 4.5 / 5.5 eV. Its LUMO energy (spin up / spin down) is 3.650 / 3.649 eV. For the energy relative to the best compared isomer or geometry (same formula, charge and spin), the calculation gives 18.97 kcal per mole. As for the spin multiplicity: 5. As for the calculated total energy: -90428.2690 eV.

Atoms and positions in Å:
Ir  0.0141  0.8800  2.7272
C  -4.2443  2.5313  1.9113
C  -2.9187  2.3308  2.6120
N  -1.9406  1.7681  1.9864
N  -2.1780  1.4366  0.6542
C  -1.1151  1.4303  -0.0759
S  0.5086  1.7608  0.4068
S  -1.5427  1.0901  -1.7995
C  -0.0553  0.2859  -2.4511
C  0.6072  1.0126  -3.5855
C  0.6734  0.4470  -4.8537
C  1.3135  1.1057  -5.8979
C  1.8989  2.3425  -5.6801
C  1.8367  2.9163  -4.4135
C  1.1941  2.2612  -3.3766
C  -2.7858  2.8142  3.9893
C  -3.8512  3.5596  4.5292
C  -3.8516  4.0791  5.8039
C  -2.7369  3.8416  6.6169
C  -1.6699  3.1334  6.1360
C  -1.6230  2.6180  4.8061
O  -0.5404  2.0264  4.4519
H  -4.2812  1.9200  1.0174
H  -4.3707  3.5773  1.6187
H  -5.0653  2.2647  2.5746
H  -0.3315  -0.7218  -2.7632
H  0.6339  0.2127  -1.6060
H  0.2159  -0.5230  -5.0225
H  1.3516  0.6505  -6.8809
H  2.3997  2.8597  -6.4897
H  2.2941  3.8818  -4.2337
H  1.1383  2.6990  -2.3859
H  -4.7197  3.7493  3.9140
H  -4.7009  4.6446  6.1669
H  -2.7160  4.2119  7.6371
H  -0.8063  2.9231  6.7535
C  3.4562  -1.3152  -3.0073
C  3.3664  -2.6057  -2.1965
C  3.0071  -3.8245  -3.0389
C  1.6086  -3.6799  -3.6233
C  0.6159  -3.3138  -2.5501
C  -0.7353  -3.5354  -2.7262
C  -1.6405  -3.1409  -1.7492
F  -2.9562  -3.3715  -1.9810
C  -1.2442  -2.5318  -0.5916
C  0.1210  -2.3199  -0.3816
C  0.5334  -1.5906  0.8487
O  -0.3563  -1.1970  1.6019
C  1.9602  -1.4176  1.0253
C  2.7741  -1.8586  0.0380
N  2.3893  -2.4610  -1.1203
C  1.0466  -2.7092  -1.3539
C  2.7004  -0.7424  2.2008
O  3.8663  -1.1246  2.3693
O  2.1171  0.1795  2.8272
H  4.1763  -1.4194  -3.8223
H  3.7723  -0.4913  -2.3670
H  2.4869  -1.0437  -3.4307
H  4.3269  -2.7890  -1.7101
H  3.0504  -4.7122  -2.4025
H  3.7482  -3.9464  -3.8317
H  1.2982  -4.6067  -4.1108
H  1.6126  -2.9071  -4.3993
H  -1.1040  -4.0027  -3.6319
H  -1.9470  -2.1851  0.1549
H  3.8413  -1.7280  0.1730
O  -2.5577  -0.6859  5.1587
S  -1.2161  -1.0801  5.5131
O  -1.1569  -2.4807  6.0747
O  -0.7550  -0.4599  6.8006
O  -0.2417  -0.9230  4.4420

These are the Löwdin partial charges, in e, on atoms 1 to 8: atom 1 (Ir): 1.168, atom 2 (C): -0.045, atom 3 (C): -0.246, atom 4 (N): -0.085, atom 5 (N): -0.110, atom 6 (C): -1.078, atom 7 (S): 0.554, atom 8 (S): 0.879

=====

[3]
Entry from OMol25: a single H10N6O2P2 molecule (wB97M-V/def2-TZVPD).

Its total charge is 0. Its frontier orbital gap is 8.1 eV. Its LUMO energy is -0.278 eV. For the energy relative to the best compared isomer or geometry (same formula, charge and spin), the calculation gives 0.00 kcal per mole. As for the calculated total energy: -31776.2420 eV.

Atoms and positions in Å:
N  -0.6187  1.9844  -0.0474
N  -2.8402  0.0506  -0.9824
N  1.1250  -1.3652  -1.1920
N  1.1208  -0.8155  1.5164
N  -0.6005  0.8127  -0.6265
N  2.9241  0.0956  -0.3024
O  -1.2019  -1.5114  0.3507
O  -2.2297  0.6004  1.4802
P  -1.7661  -0.1365  0.2899
P  1.2067  -0.2170  -0.0648
H  -0.0288  2.7733  -0.3731
H  -0.8144  2.0357  1.0656
H  -3.8105  0.2190  -0.5078
H  -2.8042  -0.7402  -1.6866
H  1.6468  -2.2514  -0.9713
H  0.1127  -1.5100  -1.3110
H  1.8902  -0.5528  2.1909
H  0.1934  -0.5240  1.7936
H  3.2384  0.6437  0.5378
H  3.2570  0.4086  -1.1597

These are the Löwdin partial charges, in e, on atoms 1 to 8: atom 1 (N): -0.145, atom 2 (N): -0.098, atom 3 (N): -0.142, atom 4 (N): -0.103, atom 5 (N): -0.252, atom 6 (N): -0.099, atom 7 (O): -0.375, atom 8 (O): -0.331

=====

Question: What is the total charge in the second record?
Answer: -2